{"formula": "C65H72IN3O2P", "method": "ωB97M-V with the def2-TZVPD basis set", "e_lumo_ev": -3.66, "charge": 1, "gap_ev": 6.32, "total_energy_ha": -3473.61633, "e_homo_ev": -9.99, "species": ["O", "P", "O", "N", "C", "N", "C", "C", "C", "I", "N", "C", "C", "C", "C", "C", "C", "C", "H", "H", "H", "H", "H", "H", "H", "H", "H", "H", "H", "H", "H", "H", "H", "H", "H", "H", "C", "C", "C", "C", "C", "C", "H", "H", "H", "H", "H", "H", "C", "C", "C", "C", "C", "C", "H", "H", "H", "H", "H", "H", "C", "C", "C", "C", "C", "C", "H", "H", "H", "H", "H", "H", "C", "C", "C", "C", "C", "C", "H", "H", "H", "H", "H", "H", "C", "C", "C", "C", "C", "C", "H", "H", "H", "H", "H", "H", "C", "C", "C", "C", "C", "C", "H", "H", "H", "H", "H", "H", "C", "C", "C", "C", "C", "C", "H", "H", "H", "H", "H", "H", "C", "C", "C", "C", "C", "C", "H", "H", "H", "H", "H", "H", "C", "C", "C", "C", "C", "C", "H", "H", "H", "H", "H", "H"], "coordinates": [[3.7584, 1.1826, 1.6936], [4.3300, -0.3120, 1.3581], [3.1260, -1.2605, 0.7892], [4.9612, -1.0777, 2.8684], [4.0501, -1.8370, 3.5674], [4.2517, -3.1908, 3.8044], [5.6014, -3.4579, 4.3546], [5.7872, -4.9219, 4.7827], [5.5458, -5.2011, 6.2867], [4.0383, -6.7143, 6.4886], [2.9691, -1.2521, 4.0111], [1.8572, -1.8724, 4.7467], [2.2483, -2.5183, 6.0578], [1.5019, -3.5973, 6.4643], [1.7276, -4.2441, 7.6491], [2.7576, -3.8096, 8.4651], [3.4878, -2.7328, 8.0597], [3.2611, -2.0762, 6.8767], [3.5412, 1.3460, 2.6236], [2.2320, -0.9234, 0.9829], [5.6949, -1.6873, 2.5158], [4.0742, -3.7486, 2.9726], [5.8255, -2.7923, 5.1940], [6.3891, -3.2507, 3.6124], [6.8370, -5.1651, 4.5842], [5.2103, -5.5788, 4.1285], [6.4529, -5.5331, 6.7866], [5.2542, -4.2654, 6.7676], [2.8693, -0.2681, 3.8094], [1.3440, -2.6148, 4.1317], [1.1253, -1.0854, 4.9498], [0.6842, -3.9353, 5.8305], [1.1007, -5.0795, 7.9365], [2.9473, -4.3316, 9.3947], [4.3100, -2.3899, 8.6838], [3.8685, -1.2203, 6.5911], [8.8749, -0.1162, 9.7016], [8.2188, 1.0888, 9.9138], [6.9740, 1.3127, 9.3407], [6.3822, 0.3276, 8.5629], [7.0378, -0.8789, 8.3543], [8.2854, -1.1003, 8.9198], [9.8465, -0.2888, 10.1461], [8.6774, 1.8546, 10.5261], [6.4655, 2.2547, 9.5018], [5.4081, 0.5012, 8.1198], [6.5735, -1.6497, 7.7476], [8.7984, -2.0391, 8.7531], [-2.8369, -0.5291, -1.0419], [-2.0936, -1.2667, -0.1317], [-0.7122, -1.1352, -0.0981], [-0.0756, -0.2592, -0.9683], [-0.8197, 0.4805, -1.8761], [-2.1999, 0.3426, -1.9155], [-3.9137, -0.6337, -1.0716], [-2.5908, -1.9451, 0.5500], [-0.1317, -1.7192, 0.6089], [1.0032, -0.1531, -0.9408], [-0.3233, 1.1638, -2.5537], [-2.7808, 0.9149, -2.6272], [2.8638, -10.2848, 5.8718], [1.8835, -11.2432, 5.6553], [2.2411, -12.5215, 5.2504], [3.5795, -12.8435, 5.0709], [4.5595, -11.8855, 5.2909], [4.2018, -10.6043, 5.6877], [2.5824, -9.2856, 6.1852], [0.8400, -10.9939, 5.8017], [1.4767, -13.2676, 5.0755], [3.8585, -13.8419, 4.7596], [5.6032, -12.1377, 5.1526], [4.9658, -9.8553, 5.8549], [-2.1538, 0.6025, -5.6382], [-2.2154, -0.7735, -5.4577], [-2.7303, -1.5828, -6.4613], [-3.1758, -1.0171, -7.6486], [-3.1103, 0.3577, -7.8290], [-2.6032, 1.1686, -6.8233], [-1.7551, 1.2351, -4.8543], [-1.8627, -1.2152, -4.5334], [-2.7845, -2.6546, -6.3184], [-3.5743, -1.6482, -8.4329], [-3.4563, 0.7993, -8.7548], [-2.5586, 2.2417, -6.9644], [-5.5580, 2.8860, -8.7269], [-5.2695, 3.1389, -10.0614], [-4.9155, 4.4194, -10.4640], [-4.8402, 5.4456, -9.5304], [-5.1253, 5.1914, -8.1961], [-5.4883, 3.9123, -7.7949], [-5.8377, 1.8878, -8.4120], [-5.3210, 2.3379, -10.7884], [-4.6963, 4.6179, -11.5059], [-4.5590, 6.4436, -9.8438], [-5.0662, 5.9904, -7.4677], [-5.7166, 3.7142, -6.7543], [-7.2987, 1.4577, -3.3694], [-8.5187, 1.8061, -2.8060], [-9.5402, 2.2953, -3.6086], [-9.3449, 2.4282, -4.9765], [-8.1260, 2.0767, -5.5398], [-7.1010, 1.5948, -4.7365], [-6.5010, 1.0786, -2.7424], [-8.6737, 1.6967, -1.7399], [-10.4894, 2.5726, -3.1680], [-10.1434, 2.8058, -5.6023], [-7.9730, 2.1781, -6.6080], [-6.1479, 1.3247, -5.1767], [-9.7859, 4.7584, -8.3876], [-10.9988, 5.3635, -8.6884], [-11.0629, 6.3351, -9.6775], [-9.9156, 6.6949, -10.3718], [-8.7038, 6.0868, -10.0726], [-8.6375, 5.1211, -9.0776], [-9.7349, 4.0025, -7.6137], [-11.8948, 5.0782, -8.1512], [-12.0073, 6.8116, -9.9082], [-9.9665, 7.4496, -11.1466], [-7.8088, 6.3659, -10.6150], [-7.6920, 4.6519, -8.8411], [5.8250, 4.7328, 13.9777], [6.7093, 3.7386, 14.3734], [6.7455, 2.5295, 13.6923], [5.9032, 2.3183, 12.6092], [5.0213, 3.3140, 12.2114], [4.9791, 4.5199, 12.8979], [5.7948, 5.6741, 14.5112], [7.3704, 3.9060, 15.2142], [7.4309, 1.7517, 14.0051], [5.9346, 1.3769, 12.0750], [4.3648, 3.1497, 11.3652], [4.2876, 5.2944, 12.5911], [-1.3482, 4.9960, -11.4868], [-1.6519, 5.8812, -12.5120], [-0.7745, 6.0399, -13.5760], [0.4030, 5.3061, -13.6190], [0.7053, 4.4182, -12.5955], [-0.1681, 4.2659, -11.5274], [-2.0318, 4.8749, -10.6555], [-2.5739, 6.4493, -12.4816], [-1.0086, 6.7350, -14.3723], [1.0853, 5.4264, -14.4509], [1.6231, 3.8448, -12.6303], [0.0700, 3.5770, -10.7266]], "forces_ev_per_a": [[-0.6, -1.4, 1.1], [2.6, 0.6, -3.0], [-0.6, 0.9, 1.5], [-2.1, -0.6, 0.4], [0.5, 0.2, -0.3], [0.2, 0.3, 0.7], [0.8, -0.5, -0.3], [0.6, 0.1, 0.2], [-0.2, 0.4, -0.7], [0.3, 0.2, 0.2], [-0.3, 0.0, -0.1], [-0.2, -0.3, 0.4], [0.1, 0.2, -0.5], [-1.1, -0.4, -0.6], [-0.1, -0.2, 0.5], [-0.8, -0.8, 0.2], [1.6, 0.7, 1.0], [0.1, 0.6, -0.6], [-0.1, 0.5, -0.2], [-0.1, -0.3, -0.2], [0.3, 0.3, 0.1], [-0.1, 0.0, 0.1], [-0.4, 0.0, 0.0], [-0.2, 0.0, 0.0], [-0.1, 0.0, -0.1], [0.0, 0.1, 0.1], [-0.2, -0.3, -0.1], [-0.4, -0.4, 0.2], [0.0, 0.0, 0.2], [0.2, 0.1, -0.1], [0.2, 0.1, -0.2], [0.1, 0.0, 0.0], [0.1, 0.0, 0.0], [0.2, 0.2, 0.0], [-0.1, 0.0, 0.0], [0.0, -0.1, 0.1], [0.0, 0.0, 0.0], [0.0, 0.0, 0.0], [0.0, 0.0, 0.0], [0.0, 0.0, 0.0], [0.0, 0.0, 0.0], [0.0, 0.0, 0.0], [0.0, 0.0, 0.0], [0.0, 0.0, 0.0], [0.0, 0.0, 0.0], [0.0, 0.0, 0.0], [0.0, 0.0, 0.0], [0.0, 0.0, 0.0], [0.0, 0.0, 0.0], [0.0, 0.0, 0.1], [0.0, 0.1, 0.0], [0.0, 0.0, 0.1], [0.0, 0.0, 0.0], [0.0, 0.0, 0.0], [0.0, 0.0, 0.0], [0.0, 0.0, 0.0], [0.0, -0.1, 0.0], [0.0, 0.0, -0.1], [0.0, 0.0, 0.0], [0.0, 0.0, 0.0], [0.0, 0.0, 0.0], [0.0, 0.0, 0.0], [0.0, 0.0, 0.0], [0.0, 0.0, 0.0], [0.0, 0.0, 0.0], [0.0, 0.0, 0.0], [0.0, -0.1, 0.0], [0.0, 0.0, 0.0], [0.0, 0.0, 0.0], [0.0, 0.0, 0.0], [0.0, 0.0, 0.0], [0.0, 0.0, 0.0], [0.0, -0.1, 0.0], [0.0, 0.0, 0.0], [0.0, 0.0, 0.0], [0.0, 0.0, 0.0], [0.0, 0.0, -0.1], [0.0, 0.1, 0.0], [0.0, 0.0, 0.0], [0.0, 0.0, 0.0], [0.0, 0.0, 0.0], [0.0, 0.0, 0.0], [0.0, 0.0, 0.0], [0.0, 0.0, 0.0], [0.0, 0.0, 0.0], [0.0, 0.0, 0.0], [0.0, 0.0, 0.0], [0.0, 0.0, 0.0], [0.1, 0.0, 0.1], [0.1, 0.0, 0.1], [0.0, 0.0, 0.0], [0.0, 0.0, 0.0], [0.0, 0.0, 0.0], [0.0, 0.0, 0.0], [0.0, 0.0, 0.0], [0.0, 0.0, 0.0], [0.0, 0.0, 0.0], [0.0, 0.0, 0.0], [0.0, 0.0, 0.0], [0.0, 0.0, 0.0], [0.0, 0.0, 0.0], [0.0, 0.0, 0.0], [0.0, 0.0, 0.0], [0.0, 0.0, 0.0], [0.0, 0.0, 0.0], [0.0, 0.0, 0.0], [0.0, 0.0, 0.0], [0.0, 0.0, 0.0], [0.0, 0.0, 0.0], [0.0, 0.0, 0.0], [0.0, 0.0, 0.0], [0.0, 0.0, 0.0], [0.0, 0.0, 0.0], [0.0, 0.0, 0.0], [0.0, 0.0, 0.0], [0.0, 0.0, 0.0], [0.0, 0.0, 0.0], [0.0, 0.0, 0.0], [0.0, 0.0, 0.0], [0.0, 0.0, 0.0], [0.0, 0.0, 0.0], [0.0, 0.0, 0.0], [0.0, 0.0, 0.0], [0.0, 0.0, 0.0], [0.0, 0.0, 0.0], [0.0, 0.0, 0.0], [0.0, 0.0, 0.0], [0.0, 0.0, 0.0], [0.0, 0.0, 0.0], [0.0, 0.0, 0.0], [0.0, 0.0, 0.0], [0.0, 0.0, 0.0], [0.0, 0.0, 0.0], [0.0, 0.0, 0.0], [0.0, 0.0, 0.0], [0.0, 0.0, 0.0], [0.0, 0.0, 0.0], [0.0, 0.0, 0.0], [0.0, 0.0, 0.0], [0.0, 0.0, 0.0], [0.0, 0.0, 0.0], [0.0, 0.0, 0.0], [0.0, 0.0, 0.0], [0.0, 0.0, 0.0]], "lowdin_charge": [-0.24, 0.86, -0.26, -0.05, -0.40, 0.08, -0.19, -0.29, -0.60, 0.94, 0.13, -0.08, -0.23, -0.06, -0.12, -0.10, -0.10, -0.06, 0.06, 0.05, 0.08, 0.16, 0.12, 0.11, 0.11, 0.07, 0.05, 0.02, 0.14, 0.13, 0.14, 0.12, 0.11, 0.12, 0.11, 0.11, -0.08, -0.08, -0.10, -0.10, -0.11, -0.09, 0.11, 0.11, 0.10, 0.09, 0.08, 0.10, -0.08, -0.09, -0.11, -0.10, -0.09, -0.09, 0.11, 0.10, 0.08, 0.09, 0.10, 0.10, -0.13, -0.10, -0.09, -0.09, -0.09, -0.11, 0.03, 0.10, 0.10, 0.10, 0.10, 0.07, -0.10, -0.10, -0.09, -0.09, -0.10, -0.09, 0.08, 0.09, 0.10, 0.10, 0.09, 0.10, -0.12, -0.09, -0.10, -0.10, -0.10, -0.11, 0.10, 0.11, 0.10, 0.10, 0.11, 0.10, -0.10, -0.10, -0.09, -0.09, -0.10, -0.10, 0.09, 0.10, 0.10, 0.09, 0.09, 0.10, -0.08, -0.10, -0.10, -0.10, -0.09, -0.08, 0.08, 0.10, 0.10, 0.10, 0.10, 0.07, -0.09, -0.09, -0.09, -0.11, -0.11, -0.10, 0.10, 0.10, 0.10, 0.09, 0.10, 0.10, -0.10, -0.10, -0.10, -0.10, -0.10, -0.10, 0.08, 0.10, 0.10, 0.10, 0.10, 0.10]}